Molecular formula: C33H22CoF5N4O2S2
Method: DFT, the ωB97M-V functional and the def2-TZVPD basis

The geometry in XYZ format:
```
69
Properties=species:S:1:pos:R:3:forces:R:3:nbo_charge:R:1
Co -0.1539 0.2121 0.4366 0.25 2.76 0.38 0.7578
F 0.6091 3.3540 4.7409 -0.10 0.05 -0.06 -0.3637
C 0.0876 3.1886 3.4822 0.20 -0.93 -0.36 0.3830
C 0.2505 1.9756 2.8260 0.39 0.96 1.11 -0.3652
C -0.2757 1.7838 1.5632 -0.76 -1.04 -1.17 -0.1882
C -0.9987 2.8625 0.9544 0.07 0.33 0.25 -0.1584
C -1.1289 4.0625 1.6601 0.05 -0.31 0.05 0.4062
F -1.8091 5.1307 1.1275 0.09 -0.10 -0.04 -0.3641
C -0.6024 4.2455 2.9202 -0.11 0.30 -0.05 -0.4288
C -1.5724 2.5166 -0.3106 1.31 -1.11 -0.41 0.0820
C -2.6139 3.1897 -0.9871 -1.09 0.03 -0.95 -0.2179
C -3.3562 2.5687 -1.9455 0.43 0.40 0.63 -0.2482
C -3.0165 1.2127 -2.3826 -0.11 -0.05 -0.18 -0.3090
C -1.7771 0.6036 -1.7456 -0.18 -0.22 -0.53 0.3448
N -1.1474 1.2905 -0.7118 -0.74 0.85 1.21 -0.4909
H 0.7955 1.2002 3.3407 0.15 -0.21 0.09 0.2061
H -0.7227 5.1768 3.4473 -0.03 0.16 0.04 0.2132
H -2.8869 4.1824 -0.6661 0.00 0.08 0.05 0.2158
H -4.2045 3.0544 -2.4106 -0.04 0.07 0.07 0.1908
H -3.8514 0.5694 -2.6505 0.09 0.04 0.00 0.2238
H -0.7081 -1.0785 -1.8234 -0.08 0.10 0.01 0.4331
N 1.1747 -2.8554 6.4763 0.52 0.56 -0.70 -0.8141
C 2.0266 -2.7321 5.3582 1.33 -0.94 1.48 0.1666
S 3.6110 -3.3001 5.5571 -0.56 0.09 0.01 -0.3091
C 1.5395 -2.1878 4.1491 0.32 0.53 -1.47 -0.2635
C 0.1247 -1.9321 4.0026 -0.81 0.18 -0.34 -0.2729
C -0.3968 -1.3431 2.9182 0.15 -0.42 0.65 0.0383
N 0.3906 -0.9404 1.8195 -1.01 0.42 0.17 -0.4490
C 1.8622 -1.1651 1.8907 1.16 0.03 0.02 -0.1369
C 2.3734 -1.7963 3.1062 -1.26 -0.05 0.61 -0.0122
H 1.7190 -3.1017 7.2947 -0.04 -0.02 -0.18 0.3873
H 0.6019 -2.0363 6.6497 -0.17 -0.16 -0.19 0.3741
H -0.5462 -2.2274 4.7961 -0.09 -0.05 -0.01 0.2042
H -1.4555 -1.1408 2.8231 0.10 0.14 -0.03 0.2168
H 2.4599 -0.3389 1.5064 -0.05 0.01 0.00 0.2287
H 3.4431 -1.8521 3.2234 0.15 -0.08 0.09 0.2268
F 2.9786 1.9547 -3.1414 -0.22 0.05 -0.01 -0.3484
C 3.1548 0.7672 -2.5136 -0.10 -0.20 0.15 0.8651
F 4.0870 0.9833 -1.5682 0.04 0.02 0.08 -0.3378
F 3.7377 -0.0429 -3.4228 -0.13 -0.14 -0.07 -0.3446
C 1.7963 0.1838 -1.9133 1.01 0.51 0.25 0.7089
O 1.0892 -0.4380 -2.6858 -0.58 -0.48 -0.79 -0.7094
O 1.6639 0.4695 -0.7169 0.10 0.20 0.65 -0.7316
C 0.9888 -1.8577 0.9265 0.65 -1.16 -0.56 -0.0457
C 0.6603 -3.1667 0.5378 0.07 -0.17 0.57 -0.0771
C 1.6527 -4.1103 0.1759 -0.07 0.05 0.11 -0.2040
C 1.3013 -5.3722 -0.2439 -0.03 -0.05 -0.08 -0.2171
C -0.0332 -5.7524 -0.3280 -0.10 -0.35 -0.10 -0.3247
C -1.0221 -4.8327 0.0016 0.06 -0.17 -0.14 -0.1906
C -0.6894 -3.5641 0.4065 0.01 0.11 0.14 -0.2708
H 2.6955 -3.8372 0.2519 0.09 0.09 0.02 0.1943
H 2.0721 -6.0852 -0.5159 0.06 0.02 0.02 0.1876
H -0.2955 -6.7502 -0.6527 -0.04 -0.07 -0.03 0.1845
H -2.0626 -5.1226 -0.0685 -0.12 0.04 -0.04 0.1900
H -1.4587 -2.8382 0.6211 -0.08 0.09 0.10 0.2034
S -1.8267 -0.3218 -4.4222 0.10 -0.07 0.28 0.2754
C -1.7531 1.0035 -3.1958 -0.22 -0.39 -0.02 -0.3815
N -1.6365 -0.8213 -1.4491 -0.07 -0.18 -0.46 -0.7097
C -2.6240 -1.5959 -2.1083 -0.12 -0.01 -0.28 0.2343
C -3.4939 -2.4052 -1.3944 -0.05 -0.15 -0.11 -0.2170
C -4.4171 -3.2023 -2.0575 -0.01 0.02 0.05 -0.2343
C -4.4991 -3.1717 -3.4405 -0.07 -0.09 -0.01 -0.2312
C -3.7052 -2.2964 -4.1596 0.08 0.06 0.04 -0.2221
C -2.7829 -1.4917 -3.5009 0.16 -0.04 -0.09 -0.2208
H -1.1819 1.8472 -3.5530 0.05 0.10 0.09 0.2460
H -3.4289 -2.4214 -0.3169 0.10 0.03 0.07 0.2214
H -5.0758 -3.8500 -1.4970 -0.02 -0.07 0.09 0.1990
H -5.2017 -3.8153 -3.9547 -0.04 0.01 -0.04 0.1959
H -3.7979 -2.2150 -5.2329 -0.05 0.00 -0.11 0.2049
```
Positions in Å, forces in eV/Å.

**Net charge**: -2
**Orbital gap (spin up / spin down)**: 4.18 / 4.22 eV

---

Molecular formula: C3H2Cl2N2
Method: DFT, the ωB97M-V functional and the def2-TZVPD basis

The geometry in XYZ format:
```
9
Properties=species:S:1:pos:R:3:forces:R:3:nbo_charge:R:1
C -0.5452 -0.6695 0.2968 -2.32 -1.07 -0.85 -0.0929
C -1.3821 -1.2213 -0.3894 1.02 0.42 0.64 -0.0348
C 0.4265 0.1748 0.9645 -0.57 -1.32 0.67 -0.1546
N 0.8135 0.5941 -1.1595 0.77 1.00 0.33 -0.2888
N 1.1062 1.0064 -0.0326 0.04 -0.87 0.26 -0.1256
Cl -2.3952 -1.9677 -1.4686 0.34 0.25 0.55 0.1260
Cl -0.4341 1.3967 2.0003 0.61 -0.77 0.08 -0.0175
H 1.0994 -0.5902 1.4819 -0.36 1.92 -0.03 0.2599
H 1.3110 1.2768 -1.6935 0.47 0.44 -1.65 0.3283
```
Positions in Å, forces in eV/Å.

**Structure (SMILES)**: [H]/N=N/[C@@H](Cl)C#CCl
**Energy relative to the best compared isomer or geometry (same formula, charge and spin)**: 4.2589 eV
**Orbital gap**: 10.20 eV